1.
Computed, not measured: a cluster of 2 separate species, CH5NO2S2 in total in a non-equilibrium geometry, with wB97M-V/def2-TZVPD.

Last columns: bonded neighbours and bond lengths (Å).
Positions of all 11 atoms, in Å:
1 S -3.14 -0.79 -2.11  N5 1.530
2 S -0.88 1.40 0.07  O3 1.423, O4 1.706, C6 1.930
3 O -0.67 1.16 -1.32  S2 1.423
4 O -0.63 -0.07 0.89  S2 1.706, H11 0.981
5 N -2.53 -1.47 -0.88  S1 1.530, H9 0.991
6 C 0.75 2.14 0.79  S2 1.930, H7 1.095, H8 1.069, H10 1.181
7 H 1.02 1.31 1.45  C6 1.095
8 H 1.44 2.46 0.03  C6 1.069
9 H -2.04 -2.33 -0.94  N5 0.991
10 H 0.49 3.11 1.41  C6 1.181
11 H -1.46 -0.57 0.73  O4 0.981

Results
**Kohn-Sham gap (alpha / beta)**: 0.2730 / 0.2728 hartree
**E_HOMO (alpha / beta)**: -8.7 / -8.7 eV
**Multiplicity**: 1
**Energy**: -1042.5968 hartree
**Net charge**: 0

2.
Computed, not measured: an isolated molecule of C19H20N2O4S, with wB97M-V/def2-TZVPD.

Last columns: bonded neighbours and bond lengths (Å).
Positions of all 46 atoms, in Å:
1 S -0.10 -2.25 1.66  C19 1.735, C23 1.725
2 O 0.74 2.11 -5.87  C9 1.351, C24 1.427
3 O -0.40 -2.65 -1.27  C22 1.221
4 O 2.18 3.14 -4.45  C9 1.209
5 O -1.17 0.95 4.62  C10 1.362, C21 1.420
6 N 0.22 -0.57 -1.86  C22 1.358, C25 1.447, C26 1.453
7 N 1.20 1.17 -3.89  C9 1.354, C11 1.450, C12 1.446
8 C 0.05 4.37 -6.50  C24 1.522, H28 1.088, H32 1.086, H43 1.087
9 C 1.43 2.23 -4.71  O2 1.351, O4 1.209, N7 1.354
10 C -0.93 -0.29 5.12  O5 1.362, C14 1.407, C17 1.389
11 C 0.22 0.15 -4.19  N7 1.450, C26 1.520, H30 1.092, H31 1.098
12 C 1.76 1.17 -2.56  N7 1.446, C25 1.526, H27 1.096, H34 1.092
13 C -1.08 0.03 2.37  C16 1.403, C21 1.497, C23 1.374
14 C -0.66 -1.41 4.31  C10 1.407, C18 1.391, C23 1.440
15 C -0.36 -2.77 6.27  C18 1.381, C20 1.387, H45 1.079
16 C -0.94 0.09 0.97  C13 1.403, C19 1.372, H35 1.074
17 C -0.87 -0.43 6.50  C10 1.389, C20 1.384, H40 1.078
18 C -0.39 -2.64 4.90  C14 1.391, C15 1.381, H44 1.080
19 C -0.41 -1.05 0.44  S1 1.735, C16 1.372, C22 1.472
20 C -0.59 -1.66 7.07  C15 1.387, C17 1.384, H38 1.079
21 C -1.65 1.06 3.29  O5 1.420, C13 1.497, H39 1.094, H42 1.105
22 C -0.20 -1.49 -0.95  O3 1.221, N6 1.358, C19 1.472
23 C -0.66 -1.17 2.89  S1 1.725, C13 1.374, C14 1.440
24 C 0.93 3.16 -6.81  O2 1.427, C8 1.522, H29 1.095, H46 1.092
25 C 0.68 0.77 -1.56  N6 1.447, C12 1.526, H33 1.098, H41 1.092
26 C 0.39 -1.01 -3.23  N6 1.453, C11 1.520, H36 1.092, H37 1.097
27 H 2.60 0.47 -2.50  C12 1.096
28 H -0.99 4.07 -6.45  C8 1.088
29 H 1.99 3.46 -6.81  C24 1.095
30 H 0.36 -0.19 -5.22  C11 1.092
31 H -0.79 0.56 -4.11  C11 1.098
32 H 0.17 5.12 -7.27  C8 1.086
33 H -0.15 1.49 -1.63  C25 1.098
34 H 2.13 2.18 -2.35  C12 1.092
35 H -1.25 0.94 0.39  C16 1.074
36 H -0.36 -1.78 -3.42  C26 1.092
37 H 1.37 -1.47 -3.36  C26 1.097
38 H -0.56 -1.75 8.15  C20 1.079
39 H -1.38 2.07 2.96  C21 1.094
40 H -1.06 0.44 7.11  C17 1.078
41 H 1.08 0.80 -0.54  C25 1.092
42 H -2.75 0.98 3.29  C21 1.105
43 H 0.35 4.79 -5.54  C8 1.087
44 H -0.19 -3.49 4.25  C18 1.080
45 H -0.14 -3.72 6.72  C15 1.079
46 H 0.67 2.72 -7.78  C24 1.092

Results
**Kohn-Sham gap**: 0.2962 hartree
**E_HOMO**: -8.0 eV
**Multiplicity**: 1
**Energy**: -1544.7195 hartree
**SMILES**: CCOC(=O)N1CCN(C(=O)c2cc3c(s2)-c2ccccc2OC3)CC1
**Net charge**: 0

3.
Computed, not measured: a cluster of 2 separate species, CH9N2O in total in a non-equilibrium geometry, with wB97M-V/def2-TZVPD.

Last columns: bonded neighbours and bond lengths (Å).
Positions of all 13 atoms, in Å:
1 O -2.43 -0.07 -0.46  H8 0.976, H13 0.957
2 N 1.44 1.00 -0.43  C4 1.432, H9 1.036, H10 1.036
3 N 0.07 -0.27 1.18  C4 1.576, H6 1.024, H7 1.022, H12 1.034
4 C 0.97 -0.32 -0.11  N2 1.432, N3 1.576, H5 1.095, H11 1.103
5 H 1.75 -1.02 0.21  C4 1.095
6 H 0.45 -0.96 1.83  N3 1.024
7 H 0.19 0.70 1.48  N3 1.022
8 H -2.49 -0.90 -0.97  O1 0.976
9 H 2.46 1.12 -0.55  N2 1.036
10 H 1.00 1.51 -1.21  N2 1.036
11 H 0.49 -0.84 -0.95  C4 1.103
12 H -0.94 -0.43 0.99  N3 1.034
13 H -2.96 0.48 -1.04  O1 0.957

Results
**Kohn-Sham gap (alpha / beta)**: 0.4276 / 0.1754 hartree
**E_HOMO (alpha / beta)**: -20.0 / -19.9 eV
**Multiplicity**: 2
**Energy**: -227.4471 hartree
**Net charge**: +2

4.
Computed, not measured: an isolated molecule of C7H7NO4 in a non-equilibrium geometry, with wB97M-V/def2-TZVPD.

Last columns: bonded neighbours and bond lengths (Å).
Positions of all 19 atoms, in Å:
1 O -0.38 -1.82 -0.11  C7 1.366, H16 0.947
2 O 2.36 1.44 0.07  C12 1.212
3 O -2.86 -1.57 0.21  C9 1.414, H13 0.955
4 O 3.67 -0.88 -0.04  N5 1.421, H17 0.967
5 N 2.25 -0.79 0.02  O4 1.421, C12 1.323, H15 0.985
6 C -1.76 1.89 -0.04  C8 1.399, C10 1.378, H18 1.057
7 C -0.67 -0.48 -0.08  O1 1.366, C9 1.431, C11 1.300
8 C -0.36 1.80 -0.02  C6 1.399, C11 1.451, H19 1.046
9 C -2.10 -0.40 -0.01  O3 1.414, C7 1.431, C10 1.318
10 C -2.62 0.82 0.00  C6 1.378, C9 1.318, H14 1.138
11 C 0.21 0.47 -0.10  C7 1.300, C8 1.451, C12 1.504
12 C 1.72 0.42 -0.03  O2 1.212, N5 1.323, C11 1.504
13 H -3.63 -1.53 -0.35  O3 0.955
14 H -3.72 1.09 -0.02  C10 1.138
15 H 1.87 -1.70 0.06  N5 0.985
16 H -1.20 -2.22 0.12  O1 0.947
17 H 4.02 -0.14 0.48  O4 0.967
18 H -2.13 2.89 -0.03  C6 1.057
19 H 0.13 2.68 0.27  C8 1.046

Results
**Kohn-Sham gap**: 0.3412 hartree
**E_HOMO**: -8.9 eV
**Multiplicity**: 1
**Energy**: -626.5836 hartree
**SMILES**: O=C(NO)c1cccc(O)c1O
**Net charge**: 0

Taking the records one at a time from the top gives ΔE to the lowest compared entry with this formula, charge and spin values of 88.3, 11.0, 16.1, 25.4 kcal per mole.